Density functional theory data (the ωB97M-V functional and the def2-TZVPD basis) for 6 unconnected molecules or ions with the total composition H11O5S.

Calculated values
HOMO energy (spin up / spin down) = 3.198 / -2.541 eV
charge = -2
F_max = 0.7 eV Å⁻¹
multiplicity = 2
LUMO energy (spin up / spin down) = 5.19 / 5.18 eV
energy relative to the best compared isomer or geometry (same formula, charge and spin) = 0.0 kJ/mol
energy = -21250.3833 eV
HOMO-LUMO gap (spin up / spin down) = 1.991 / 7.721 eV
⟨S²⟩ = 0.7504

```
17
Properties=species:S:1:pos:R:3:nbo_charge:R:1
S 1.076 1.541 -1.374 -1.030
H -0.245 1.248 -1.255 0.111
H -0.324 -1.053 -0.520 0.470
H -0.432 -1.762 0.750 0.468
O -0.678 -1.885 -0.179 -0.978
H -2.538 -3.851 3.797 0.283
H -3.905 -4.399 3.469 0.240
O -2.959 -4.666 3.438 -1.451
H 0.676 3.448 -0.096 0.505
H 0.398 4.946 -0.001 0.445
O 0.695 4.203 0.522 -0.987
H 0.657 0.555 1.852 0.459
H 1.547 0.385 0.665 0.498
O 1.396 0.013 1.563 -1.010
H 2.261 0.465 -4.550 0.454
H 1.064 0.482 -3.575 0.510
O 1.310 0.330 -4.504 -0.987
```